The following is a quantum chemistry calculation of C16H26IOP2Y as an isolated structure in a non-equilibrium geometry, from the Open Molecules 2025 dataset.

HOMO (alpha / beta) ... -14.07 / -14.07 eV
DFT total energy ... -1718.5253 hartree
E_LUMO (alpha / beta) ... -9.38 / -9.38 eV
Charge ... +2

Geometry as XYZ:
```
47
Properties=species:S:1:pos:R:3:forces:R:3:mulliken_charge:R:1
C -1.411 -2.009 -3.546 0.295 0.551 0.730 -1.41
I 1.760 -3.500 -2.368 -0.049 0.351 0.536 -0.20
H -2.239 -1.292 -3.561 -0.074 -0.182 -0.307 0.43
H -1.766 -3.034 -3.342 0.167 0.348 -0.496 0.38
H -0.746 -1.902 -4.429 -0.577 -0.341 0.287 0.46
Y -0.050 -1.419 -1.765 -1.244 -1.414 -2.933 0.12
P -2.081 -2.099 0.189 -0.410 -0.748 1.522 0.81
C -1.216 -3.511 1.030 0.010 -0.132 -0.638 -1.22
C -2.411 -1.162 1.748 -0.181 0.496 -0.276 -0.99
H -2.686 -1.813 2.596 0.043 0.177 -0.548 0.42
H -4.110 -3.493 0.443 0.191 0.228 -0.028 0.41
H -3.209 -0.426 1.570 0.177 -0.177 0.173 0.36
H -4.416 -1.953 -0.419 0.133 -0.165 0.038 0.37
H -0.330 -3.150 1.573 -0.232 -0.119 -0.068 0.33
H -1.501 -0.609 2.016 -0.428 -0.245 0.148 0.11
C -3.708 -2.781 -0.286 -0.016 0.048 -0.343 -1.07
H -1.906 -3.986 1.744 0.275 0.143 -0.250 0.45
H -3.607 -3.284 -1.254 -0.055 0.030 0.152 0.34
H -0.886 -4.240 0.277 -0.045 -0.001 0.328 0.37
P 1.232 1.032 -2.428 0.766 0.970 -0.204 0.88
C 2.939 0.432 -2.253 0.179 -0.422 -0.218 -1.25
C 1.102 1.590 -4.163 -0.212 -0.152 -0.235 -1.11
H 0.757 3.349 -1.784 0.170 -0.146 0.146 0.42
H 2.461 2.891 -1.395 -0.490 -0.106 -0.048 0.40
H 1.104 2.290 -0.387 0.218 0.358 -0.216 -0.25
C 1.412 2.552 -1.410 -0.402 -0.014 0.014 -0.68
H 0.281 2.315 -4.258 0.210 -0.206 0.039 0.39
H 2.028 2.035 -4.550 -0.205 -0.092 0.268 0.40
H 3.649 1.215 -2.522 -0.019 -0.009 -0.087 0.49
H 3.105 -0.448 -2.872 0.120 -0.017 -0.072 0.37
H 0.847 0.716 -4.781 0.106 0.284 0.085 0.33
H 3.143 0.139 -1.223 0.000 0.011 0.126 0.35
C 1.276 -1.249 0.536 4.290 0.087 2.653 0.49
O 2.229 -1.765 0.993 -3.365 0.848 -1.732 -0.22
C 0.352 -0.294 0.344 -0.323 2.807 2.978 -0.54
C 0.184 0.768 1.092 1.964 -3.146 0.260 0.16
C 0.374 1.565 2.235 -0.479 2.034 -0.359 0.81
C 1.009 1.054 3.419 -0.125 -0.718 -0.602 -0.07
C 1.303 1.876 4.497 -0.082 -0.628 -0.340 -0.73
C 1.023 3.241 4.468 -0.115 -0.102 -0.762 -0.35
C 0.413 3.786 3.328 -0.407 -0.131 -0.594 -0.69
C 0.084 2.983 2.232 0.139 0.014 -0.130 -0.24
H 1.301 0.001 3.394 -0.131 0.321 0.404 0.41
H 1.759 1.425 5.369 0.084 0.061 -0.065 0.42
H 1.330 3.877 5.292 -0.196 -0.056 -0.028 0.44
H 0.172 4.853 3.287 0.175 -0.448 0.000 0.41
H -0.348 3.435 1.322 0.149 -0.248 0.695 0.44
```
Positions in Å, forces in eV/Å.

The following is a quantum chemistry calculation of C32H74BBrN3O15PS2 as an isolated structure in a non-equilibrium geometry, from the Open Molecules 2025 dataset.

HOMO ... -7.22 eV
DFT total energy ... -6292.8651 hartree
E_LUMO ... 0.35 eV

Geometry as XYZ:
```
129
Properties=species:S:1:pos:R:3:forces:R:3:mulliken_charge:R:1
C 2.124 4.179 1.066 -1.380 0.238 0.356 -1.83
C 0.875 3.398 0.507 2.074 0.762 -0.208 -0.18
N 0.779 3.313 -0.763 -0.756 -0.483 0.646 -0.10
C -0.133 2.914 1.564 0.274 0.434 -0.655 -1.15
C -0.763 1.493 1.385 -0.921 -0.211 0.601 -0.44
Br -1.657 1.291 -0.414 -0.393 0.614 0.445 0.03
C -1.994 1.467 2.397 -1.264 1.831 0.700 0.06
C -1.757 2.141 3.790 0.862 -0.700 0.439 -1.83
P -3.423 2.516 1.593 -0.418 1.385 -0.807 0.87
C -4.876 1.359 1.249 0.430 0.503 0.678 -1.05
C -4.111 3.737 2.839 -0.334 -0.155 1.030 -1.24
O -2.638 0.192 2.605 2.241 -1.187 0.424 -0.18
S -1.662 -0.968 3.234 -2.559 -3.773 2.224 1.55
O -1.289 -0.768 4.654 0.145 1.187 -2.678 -0.80
O -2.456 -2.233 3.133 1.655 3.474 -1.119 -0.75
C -0.221 -1.078 2.110 0.042 -0.677 -0.362 0.97
C 0.854 -1.926 2.913 0.465 0.605 1.174 -1.51
N 0.290 -3.101 3.576 -0.029 0.007 -0.572 -0.25
B -0.724 -2.091 0.913 -1.299 -0.904 -1.390 1.21
O -1.961 -1.941 0.264 1.580 0.049 1.261 -0.72
O 0.058 -3.222 0.514 -0.623 1.097 0.824 -0.61
C 0.329 0.273 1.516 -0.400 1.314 -1.542 0.49
S 0.710 -0.253 -0.248 1.698 -1.109 0.535 -0.34
O 1.443 0.834 2.180 -0.452 -0.377 -0.218 -0.44
C 2.726 0.344 1.829 1.797 -0.655 0.460 -1.00
C 3.563 1.179 0.810 0.373 -0.156 0.899 0.47
N 4.624 0.305 0.237 0.014 1.303 -0.235 -0.42
C 5.182 1.049 -0.921 -0.164 -0.585 0.218 -0.98
C 4.341 0.776 -2.236 1.035 0.041 -0.595 0.22
C 3.839 2.075 -2.937 0.332 -0.422 -0.514 -0.94
O 3.305 -0.185 -2.030 -0.023 0.838 0.082 -0.29
H 2.550 3.700 1.967 -0.162 0.301 -0.489 0.35
H 1.725 5.188 1.342 0.426 -0.653 0.085 0.40
H 2.888 4.354 0.286 -0.371 -0.350 0.387 0.43
H 1.585 3.756 -1.205 -0.065 -0.015 0.098 0.42
H 0.371 3.027 2.550 -0.328 -0.559 -0.656 0.53
H -0.928 3.702 1.591 0.208 -0.797 -0.273 0.86
H -2.631 1.914 4.433 0.489 0.146 -0.419 0.38
H -0.861 1.710 4.297 -0.594 0.244 -0.323 0.48
H -1.611 3.235 3.765 -0.175 -0.614 -0.276 0.47
H -4.548 0.681 0.441 -0.311 0.137 0.579 0.28
H -5.725 1.987 0.896 0.696 -0.293 0.162 0.43
H -5.194 0.844 2.176 0.168 -0.063 -0.687 0.32
H -4.644 3.293 3.712 0.216 0.240 -0.519 0.35
H -4.820 4.411 2.305 0.454 -0.684 0.136 0.39
H -3.340 4.418 3.268 -0.341 -0.588 -0.524 0.35
H 1.265 -1.249 3.701 0.030 -0.290 -0.812 0.27
H 1.659 -2.291 2.244 -0.655 0.639 0.196 0.44
H 0.044 -2.929 4.542 -0.005 -0.075 -0.112 0.20
H 0.889 -3.910 3.492 -0.020 0.143 0.114 0.26
H -2.088 -2.740 -0.254 -0.141 0.023 -0.299 0.24
H -0.326 -4.006 0.922 0.106 -0.197 0.036 0.24
H 1.357 0.762 -0.889 -0.504 -0.168 0.709 0.05
H 3.324 0.346 2.778 -0.596 0.121 -0.521 0.42
H 2.767 -0.719 1.506 -0.477 0.882 -0.066 0.12
H 4.092 1.986 1.381 -0.656 -0.200 -0.460 0.52
H 2.994 1.667 -0.001 0.079 -0.493 0.434 -0.42
H 5.378 0.295 0.923 -0.198 -0.250 -0.062 0.31
H 5.220 2.142 -0.683 0.032 -0.565 -0.377 0.30
H 6.227 0.692 -1.058 -0.662 0.300 -0.097 0.41
H 5.057 0.296 -2.946 -0.328 0.514 0.435 0.61
H 2.813 2.379 -2.647 0.581 -0.178 0.152 -0.02
H 3.814 1.873 -4.031 -0.195 0.188 0.642 0.20
H 4.571 2.903 -2.792 -0.596 -0.492 0.074 0.41
H 3.461 -0.920 -2.620 -0.027 -0.160 -0.030 0.22
C -2.767 -3.549 5.496 -0.081 -0.485 0.158 -0.53
O -2.320 -4.678 6.248 -0.215 0.204 0.243 -0.40
C -2.314 -4.434 7.648 0.070 -0.508 -0.256 -0.49
C -3.517 -5.069 8.326 -0.026 0.500 0.208 -0.52
O -4.729 -4.441 7.930 0.058 -0.215 -0.167 -0.37
C -5.445 -5.197 6.968 -0.046 0.094 0.052 -0.73
H -2.941 -3.872 4.477 0.111 -0.129 0.094 0.39
H -3.701 -3.140 5.893 0.054 0.006 0.079 0.32
H -2.001 -2.780 5.492 -0.038 0.120 0.058 0.04
H -2.272 -3.361 7.856 -0.088 0.006 0.017 0.29
H -1.405 -4.894 8.049 -0.002 0.022 0.085 0.39
H -3.425 -4.929 9.408 0.037 -0.041 0.004 0.37
H -3.552 -6.145 8.128 0.040 0.014 -0.081 0.33
H -5.901 -6.072 7.443 -0.002 -0.069 -0.076 0.33
H -4.800 -5.518 6.146 0.013 -0.015 0.020 0.31
H -6.236 -4.566 6.564 0.024 0.027 0.081 0.25
C 1.054 1.901 -5.670 0.089 0.077 0.161 -0.80
O 2.045 0.920 -5.934 -0.250 0.051 -0.139 -0.30
C 1.496 -0.260 -6.509 0.531 0.013 -0.013 -0.46
C 1.738 -0.310 -8.008 -0.514 -0.080 -0.005 -0.57
O 1.009 0.706 -8.685 0.254 0.113 0.115 -0.37
C 1.822 1.809 -9.051 -0.117 -0.020 -0.061 -0.66
H 1.557 2.838 -5.430 0.065 -0.089 0.019 0.23
H 0.407 2.071 -6.534 -0.008 -0.066 0.008 0.45
H 0.450 1.599 -4.807 -0.090 0.054 -0.046 0.26
H 0.429 -0.343 -6.283 -0.014 0.034 -0.069 0.35
H 2.007 -1.109 -6.044 -0.038 -0.051 -0.014 0.33
H 1.376 -1.269 -8.390 0.045 -0.028 0.029 0.37
H 2.806 -0.239 -8.233 0.012 0.045 0.075 0.33
H 2.470 1.534 -9.890 0.084 0.062 0.020 0.34
H 2.432 2.157 -8.214 0.022 -0.027 -0.006 0.24
H 1.168 2.621 -9.367 -0.040 -0.083 -0.013 0.24
C 1.764 -4.729 -2.129 0.027 0.214 -0.119 -0.63
O 3.056 -5.235 -2.430 -0.170 -0.127 0.177 -0.42
C 3.673 -5.850 -1.306 0.229 -0.070 -0.457 -0.30
C 3.589 -7.364 -1.387 -0.189 0.068 0.480 -0.52
O 2.246 -7.817 -1.261 0.051 0.082 -0.272 -0.38
C 1.673 -8.175 -2.508 -0.050 -0.040 0.109 -0.74
H 1.276 -4.465 -3.068 0.107 -0.014 -0.015 0.38
H 1.143 -5.468 -1.616 0.053 0.006 0.055 0.33
H 1.848 -3.827 -1.515 -0.132 -0.054 0.086 0.16
H 3.234 -5.485 -0.373 -0.051 -0.057 0.001 0.15
H 4.727 -5.557 -1.322 0.019 -0.017 0.061 0.40
H 4.148 -7.792 -0.549 0.049 0.014 -0.025 0.37
H 4.038 -7.731 -2.314 -0.023 0.076 -0.039 0.33
H 2.097 -9.122 -2.857 -0.008 0.014 -0.104 0.33
H 1.831 -7.401 -3.262 0.034 -0.012 -0.002 0.31
H 0.601 -8.305 -2.361 0.046 -0.019 0.078 0.25
C -2.113 7.992 -3.442 -0.036 -0.027 -0.173 -0.72
O -1.879 6.611 -3.654 0.008 0.189 0.247 -0.38
C -1.189 6.002 -2.566 -0.237 -0.364 -0.325 -0.60
C -2.134 5.210 -1.681 0.266 0.254 0.448 0.60
O -3.046 6.067 -0.998 -0.111 0.023 -0.292 -0.40
C -4.334 6.070 -1.588 0.038 0.025 0.155 -0.78
H -2.814 8.336 -4.203 0.060 -0.076 -0.028 0.25
H -2.550 8.186 -2.459 0.059 -0.021 0.027 0.30
H -1.178 8.553 -3.550 -0.029 0.076 0.086 0.32
H -0.644 6.751 -1.983 -0.063 0.021 0.046 0.39
H -0.458 5.312 -2.999 0.025 -0.029 0.056 0.22
H -1.548 4.695 -0.915 -0.013 -0.103 -0.089 -0.43
H -2.670 4.452 -2.259 0.022 0.032 -0.042 0.31
H -4.849 5.129 -1.367 -0.054 -0.017 -0.088 0.26
H -4.284 6.216 -2.669 0.000 -0.039 -0.009 0.36
H -4.904 6.891 -1.152 0.057 -0.026 0.054 0.29
```
Positions in Å, forces in eV/Å.

The following is a quantum chemistry calculation of a 3-piece molecular cluster, C6H16N2 overall, from the Open Molecules 2025 dataset.

HOMO ... -9.32 eV
SMILES ... [H]/N=C\N.C=C.CCC
DFT total energy ... -347.6651 hartree
E_LUMO ... 0.89 eV
Energy relative to the best compared isomer or geometry (same formula, charge and spin) ... 37.5 kcal/mol

Geometry as XYZ:
```
24
Properties=species:S:1:pos:R:3:forces:R:3:mulliken_charge:R:1
C -2.318 -0.248 -0.584 -0.382 0.099 0.020 -0.01
C 1.516 0.259 -1.089 0.218 0.092 0.198 0.39
C -1.040 -0.479 2.078 -0.022 -0.100 0.340 -0.40
C 0.248 -0.287 1.888 0.013 0.012 0.227 -0.54
C 2.816 -0.123 -0.394 -0.138 0.059 -0.236 -1.37
C 1.243 1.756 -1.023 0.012 -0.292 -0.104 -1.14
N -3.357 -0.835 0.072 -0.342 -0.140 0.112 -0.41
N -1.420 -0.805 -1.265 0.430 -0.250 -0.666 -0.58
H -2.288 0.833 -0.497 -0.093 0.167 0.104 0.42
H 1.563 -0.046 -2.136 -0.098 -0.089 -0.019 0.37
H -3.470 -1.833 0.034 -0.040 0.023 0.017 0.18
H -4.036 -0.303 0.584 0.063 0.031 -0.051 0.21
H -1.497 -1.820 -1.313 -0.146 -0.018 0.100 0.15
H 0.676 -0.270 -0.640 0.147 0.024 -0.170 -0.12
H -1.473 -1.467 2.102 -0.037 -0.141 -0.028 0.26
H -1.722 0.340 2.239 -0.099 0.180 0.016 0.30
H 0.929 -1.106 1.748 0.167 -0.228 -0.077 0.22
H 0.675 0.699 1.883 0.104 0.261 -0.040 0.15
H 2.955 -1.202 -0.409 0.100 -0.124 0.045 0.34
H 2.032 2.317 -1.521 0.058 0.131 -0.037 0.40
H 2.817 0.209 0.641 0.051 0.029 0.164 0.26
H 3.667 0.336 -0.894 0.158 0.032 0.008 0.43
H 0.298 1.980 -1.511 -0.122 0.136 -0.063 0.28
H 1.186 2.095 0.009 -0.002 0.101 0.139 0.22
```
Positions in Å, forces in eV/Å.